Formula: H18O9
Source: the OMol25 dataset
Level of theory: ωB97M-V/def2-TZVPD

Computed properties:
spin multiplicity = 1
gap between HOMO and LUMO = 0.3413 Ha
energy = -687.920392 hartree
E_HOMO = -9.95 eV
net charge = 0
structure (SMILES) = O.O.O.O.O.O.O.O.O
relative energy (zero: lowest compared OMol25 entry of this formula, charge and spin) = 276.7 kJ/mol
LUMO = -0.0244 Ha
largest force on an atom = 2.52 eV/Å

Bonds (Å) are listed after each position.
Cartesian coordinates (Å):
1 H -1.07 -3.48 0.01  O6 0.969
2 H 1.33 1.99 -1.47  O20 0.988
3 H 2.32 -2.13 1.29  O27 0.941
4 H 2.34 2.42 -0.28  O20 0.935
5 H -0.32 1.07 -2.85  O14 0.972
6 O -0.99 -2.79 0.69  H1 0.969, H7 0.932
7 H -1.14 -1.98 0.25  O6 0.932
8 H -0.06 -0.23 -1.05  O21 0.968
9 H -1.68 -1.26 1.89  O18 0.977
10 H -0.81 0.70 -0.23  O21 0.981
11 H -1.01 2.16 2.25  O15 0.985
12 O 1.43 -1.84 -1.81  H22 0.934, H23 0.970
13 H 0.46 2.03 0.76  O25 0.960
14 O 0.19 0.27 -3.08  H5 0.972, H26 0.982
15 O -1.74 2.08 2.91  H11 0.985, H19 0.940
16 H -0.43 3.04 0.06  O25 0.998
17 H -2.81 -1.13 2.91  O18 0.942
18 O -1.93 -0.86 2.75  H9 0.977, H17 0.942
19 H -1.90 1.16 2.79  O15 0.940
20 O 1.97 1.72 -0.76  H2 0.988, H4 0.935
21 O -0.85 -0.25 -0.49  H8 0.968, H10 0.981
22 H 2.27 -1.49 -1.99  O12 0.934
23 H 0.97 -1.30 -2.47  O12 0.970
24 H 1.45 -1.35 0.30  O27 0.937
25 O -0.47 2.18 0.56  H13 0.960, H16 0.998
26 H 0.47 0.53 -3.98  O14 0.982
27 O 2.01 -1.28 1.05  H3 0.941, H24 0.937